This record from the Open Molecules 2025 dataset describes an isolated ion of composition C12H12ClF5IN2O2S and charge +1 in a non-equilibrium geometry. The level of theory is wB97M-V/def2-TZVPD.

SMILES: [H]/N=C\Cc1c([C@@H](I)CC)ccc(Cl)[n+]1S(=O)(=O)C(F)(F)C(F)(F)F
M: 505.65 g mol⁻¹
E_HOMO: -12.9 eV
E_LUMO: -5.5 eV
Net charge: +1
Electronic energy: -2379.5144 Ha
Gap between HOMO and LUMO: 7.40 eV

CARTESIAN COORDINATES (ANGSTROEM)
H (2.925, -2.604, 1.052)
N (3.327, -1.754, 1.456)
C (2.506, -0.806, 1.314)
C (1.158, -1.092, 0.566)
C (0.301, 0.140, 0.364)
C (-0.793, 0.334, 1.203)
C (-1.154, -0.610, 2.349)
I (0.316, -0.626, 3.934)
C (-2.571, -0.413, 2.914)
C (-3.675, -0.886, 1.924)
C (-1.595, 1.460, 1.018)
C (-1.291, 2.337, -0.022)
C (-0.218, 2.108, -0.805)
Cl (0.038, 3.266, -2.063)
N (0.606, 1.036, -0.626)
S (1.980, 0.909, -1.686)
O (2.847, -0.192, -1.438)
O (2.733, 2.108, -1.662)
C (1.263, 0.590, -3.393)
F (-0.059, 0.346, -3.276)
F (1.503, 1.588, -4.214)
C (1.879, -0.710, -4.038)
F (3.169, -0.557, -4.271)
F (1.266, -0.816, -5.229)
F (1.577, -1.804, -3.353)
H (2.743, 0.204, 1.666)
H (0.660, -1.869, 1.149)
H (1.354, -1.548, -0.413)
H (-1.132, -1.621, 1.922)
H (-2.637, -1.043, 3.809)
H (-2.727, 0.618, 3.254)
H (-4.197, -0.011, 1.519)
H (-4.419, -1.456, 2.491)
H (-3.305, -1.541, 1.128)
H (-2.451, 1.709, 1.635)
H (-1.925, 3.204, -0.179)

Mulliken atomic charge list, values in e, 8 entries: H 0.276; N -0.677; C -0.093; C -1.323; C 0.663; C 1.176; C -1.280; I 0.191